C56H45MnN3O7S | ωB97M-V with the def2-TZVPD basis set

XYZ file:
```
113
Properties=species:S:1:pos:R:3:mulliken_spin:R:1
Mn -0.271 0.084 -0.333 3.79
S 0.545 1.757 2.517 0.03
O 1.203 -0.886 0.078 0.00
O 0.378 0.471 -2.176 0.06
O 1.326 2.253 -3.119 0.01
O 0.896 2.752 -5.584 0.00
O -1.393 -0.614 0.976 0.06
O -0.417 1.963 3.571 0.00
O 1.371 0.583 2.549 0.00
N -1.772 1.358 -0.955 -0.08
N -0.092 1.875 1.058 0.05
N -0.868 -2.214 -1.284 0.01
C -0.595 -4.129 2.850 0.00
C -3.036 -1.859 -0.318 0.03
C 5.667 -0.884 -1.730 0.00
C -4.396 0.596 3.765 0.00
C -1.983 2.509 -0.260 0.04
C -0.491 -0.491 -4.632 -0.01
C 4.541 -1.596 -1.340 0.00
C -3.741 3.087 -1.808 0.01
C -3.471 1.950 -2.509 0.00
C 3.045 -3.302 2.755 0.00
C 1.576 4.071 3.605 0.00
C -2.490 4.763 1.245 0.00
C 2.615 -2.404 1.790 0.01
C -2.934 -4.672 2.975 0.00
C -0.309 1.172 -6.841 0.00
C 1.675 3.124 2.598 0.00
C -0.904 -2.946 2.185 0.00
C 3.596 4.248 1.714 0.00
C -1.441 3.895 1.607 0.00
C 0.142 0.743 -4.501 0.00
C -2.024 -2.780 -0.922 0.01
C 3.286 -5.001 1.082 0.00
C -3.239 -3.497 2.303 0.00
C 3.356 -0.939 -1.010 0.00
C 2.518 -2.791 0.452 0.01
C -3.005 3.400 -0.645 0.00
C 4.448 1.163 -1.486 0.00
C -1.607 -4.994 3.246 0.00
C 0.024 -4.378 -1.721 0.00
C -4.411 0.360 1.013 0.00
C 3.326 0.447 -1.086 0.02
C -5.209 1.433 3.012 0.00
C 0.259 1.575 -5.630 0.00
C -2.537 -1.381 1.079 -0.04
C -5.213 1.311 1.630 0.00
C 0.165 -2.999 -1.624 0.02
C -3.593 -0.350 3.143 0.00
C 1.484 -2.323 -1.862 0.01
C 0.663 1.203 -3.173 -0.01
C -2.226 -2.631 1.899 0.01
C -2.229 -4.152 -0.985 0.00
C 2.687 3.205 1.651 0.00
C 4.525 6.331 2.798 0.00
C 2.858 -4.096 0.114 0.00
C 3.384 -4.606 2.407 0.00
C 3.516 5.214 2.715 0.00
C -2.466 1.094 -2.031 0.00
C -3.590 -0.486 1.759 -0.01
C -1.031 -0.902 -5.838 0.00
C -1.135 2.770 0.864 -0.01
C -1.194 -4.958 -1.416 0.00
C 5.627 0.503 -1.801 0.00
C -3.257 4.551 0.136 0.01
C 2.496 5.111 3.656 0.00
C 2.104 -1.720 -0.569 -0.04
C -0.945 -0.051 -6.939 0.00
H 2.796 -4.431 -0.913 0.00
H -2.931 -0.968 3.739 0.00
H 4.037 7.295 2.957 0.00
H -1.367 -5.910 3.772 0.00
H 5.117 6.396 1.886 0.00
H 0.443 -4.369 3.051 0.00
H 4.594 -2.678 -1.287 0.00
H 2.188 -3.012 -2.327 0.00
H -5.827 1.970 1.026 0.00
H -3.178 -4.569 -0.675 0.00
H 6.505 1.061 -2.101 0.00
H 3.107 -2.980 3.789 0.00
H -0.869 4.117 2.495 0.00
H 1.338 -1.486 -2.541 0.01
H -4.513 3.774 -2.137 0.00
H 3.718 -5.308 3.163 0.00
H 2.760 2.448 0.878 0.00
H 6.581 -1.416 -1.968 0.00
H 3.544 -6.013 0.794 0.00
H -0.130 -2.254 1.872 0.01
H 2.419 5.857 4.441 0.00
H -2.228 0.173 -2.551 0.00
H 0.785 3.979 4.338 0.00
H -0.546 -1.129 -3.756 0.01
H -0.229 1.838 -7.692 0.00
H -1.383 -0.346 -7.885 0.00
H 1.211 2.833 -4.636 0.00
H -1.510 -1.869 -5.923 0.00
H 4.384 4.315 0.971 0.00
H -4.422 0.296 -0.067 0.00
H -4.007 -2.349 -0.228 0.00
H 4.388 2.242 -1.561 0.00
H -1.325 -6.031 -1.485 0.00
H -4.369 0.694 4.844 0.00
H -2.679 5.631 1.866 0.00
H -5.823 2.183 3.496 0.00
H -4.044 5.235 -0.154 0.00
H 5.213 6.173 3.632 0.00
H -3.730 -5.338 3.289 0.00
H 2.333 -1.395 2.062 0.00
H 2.415 0.973 -0.848 0.01
H -4.000 1.689 -3.415 0.00
H 0.864 -4.984 -2.030 0.00
H -3.141 -0.982 -0.949 0.00
H -4.276 -3.245 2.099 0.00
```

Computed properties:
Net charge: -1
Electronic energy: -4401.3751 a.u.
HOMO-LUMO gap (alpha / beta): 7.466 / 7.368 eV
Energy relative to the best compared isomer or geometry (same formula, charge and spin): 78.9 kJ/mol
2S+1: 5